44
Properties=species:S:1:pos:R:3:forces:R:3:nbo_charge:R:1 method="wB97M-V/def2-TZVPD" homo_energy_ev=-8.36 smiles="CN(C)CCCNC(=O)c1ccccc1Oc1ccccc1" orbital_gap_ev=9.103
C -3.58545 -0.04872 -2.26929 0.01 0.01 -0.02 -0.406
N -3.42113 -0.13186 -0.83150 -0.13 0.00 -0.20 -0.465
C -3.90313 1.07541 -0.18922 0.07 -0.01 0.01 -0.418
C -4.04123 -1.33417 -0.28273 -0.03 -0.09 0.28 -0.220
C -3.46422 -1.73834 1.07679 0.16 -0.04 -0.31 -0.410
C -1.97787 -2.09044 0.99256 -0.14 -0.12 0.27 -0.226
N -1.19646 -0.93783 0.61635 -0.10 -0.03 -0.16 -0.629
C -0.20707 -0.43479 1.37586 -0.03 0.06 -0.31 0.670
O 0.20939 -0.94817 2.39435 0.18 -0.03 0.31 -0.619
C 0.34244 0.85455 0.82557 0.44 -0.15 0.04 -0.188
C -0.31004 2.05644 1.05150 0.08 -0.03 -0.06 -0.175
C 0.22541 3.24568 0.58772 -0.07 0.11 0.01 -0.234
C 1.41770 3.23336 -0.11632 -0.03 0.01 0.03 -0.198
C 2.07603 2.04185 -0.35799 0.07 -0.26 -0.08 -0.281
C 1.54527 0.84667 0.11721 -0.35 0.46 0.07 0.383
O 2.09621 -0.37255 -0.16576 -0.12 -0.13 -0.01 -0.491
C 3.45637 -0.53353 -0.16617 0.52 -0.14 0.00 0.285
C 3.97171 -1.52918 -0.99056 -0.31 0.17 0.07 -0.256
C 5.32992 -1.78172 -0.99971 0.04 0.02 0.01 -0.192
C 6.18328 -1.04656 -0.19360 0.14 -0.02 0.01 -0.237
C 5.66670 -0.06581 0.63570 0.05 -0.03 -0.04 -0.207
C 4.30856 0.19351 0.65750 -0.32 0.01 0.05 -0.239
H -3.14036 -0.92640 -2.73604 -0.01 -0.01 -0.07 0.202
H -3.06604 0.83694 -2.63363 -0.01 0.02 -0.08 0.203
H -4.64057 0.01585 -2.57440 -0.04 0.00 -0.01 0.167
H -4.97719 1.24194 -0.36275 -0.03 -0.02 0.00 0.170
H -3.73117 1.01516 0.88286 -0.01 0.07 0.07 0.202
H -3.35013 1.92975 -0.57824 -0.01 0.07 0.03 0.206
H -3.85739 -2.15090 -0.98570 -0.05 0.00 -0.01 0.196
H -5.13423 -1.20923 -0.19344 0.02 -0.01 -0.11 0.173
H -3.60150 -0.93784 1.80431 -0.04 -0.01 0.09 0.203
H -4.01447 -2.61030 1.43412 -0.05 0.01 0.05 0.216
H -1.60521 -2.43344 1.96116 -0.03 -0.03 -0.16 0.238
H -1.82954 -2.88914 0.25607 -0.01 -0.03 0.10 0.184
H -1.58096 -0.40972 -0.16119 0.13 0.08 0.12 0.433
H -1.23510 2.05645 1.60897 -0.10 -0.01 0.06 0.216
H -0.28477 4.17848 0.77461 -0.04 0.08 0.02 0.214
H 1.83827 4.15665 -0.48628 0.03 0.07 -0.04 0.216
H 2.99866 2.02871 -0.92013 0.04 0.00 -0.03 0.228
H 3.29234 -2.09496 -1.60895 -0.08 -0.05 -0.07 0.224
H 5.72409 -2.55504 -1.64232 0.02 -0.06 -0.05 0.214
H 7.24481 -1.24223 -0.20595 0.08 -0.02 0.00 0.213
H 6.32397 0.50092 1.27857 0.04 0.04 0.05 0.214
H 3.90411 0.94456 1.32006 -0.01 0.04 0.04 0.222

47
Properties=species:S:1:pos:R:3:forces:R:3:nbo_charge:R:1 method="wB97M-V/def2-TZVPD" homo_energy_ev=-8.54 smiles="O=C(CCNS(=O)(=O)c1ccccc1)NCCCSc1ccccc1" orbital_gap_ev=8.968
O 1.39989 1.41440 -1.41878 0.31 0.19 -0.36 -0.646
C 0.52633 1.21707 -0.59711 -0.37 0.26 0.39 0.673
C -0.46076 2.29708 -0.17546 0.06 0.02 -0.26 -0.515
C -1.73913 2.22484 -1.02319 0.20 0.53 0.24 -0.220
N -2.46314 0.97653 -0.87487 -0.66 -0.23 0.67 -0.858
S -3.08977 0.68308 0.65737 0.11 -0.40 -0.70 2.290
O -2.18132 -0.16057 1.40167 -0.33 -0.19 -0.07 -0.969
O -3.46483 1.93700 1.23271 -0.17 0.19 -0.21 -0.931
C -4.54111 -0.26125 0.23332 0.44 0.18 0.21 -0.247
C -5.68707 0.41808 -0.13023 -0.12 0.13 0.00 -0.204
C -6.80978 -0.30469 -0.49781 0.08 0.07 0.02 -0.205
C -6.76857 -1.69085 -0.49848 0.01 -0.05 0.00 -0.184
C -5.61226 -2.36037 -0.12968 0.00 0.02 -0.02 -0.207
C -4.48695 -1.64075 0.23869 0.13 -0.10 0.09 -0.216
N 0.30240 0.01538 -0.02601 -0.12 -0.38 0.21 -0.641
C 1.16926 -1.11684 -0.25458 0.29 0.04 0.02 -0.239
C 2.15650 -1.31589 0.89755 -0.08 -0.09 -0.24 -0.425
C 3.16862 -2.40747 0.59154 0.20 0.25 -0.22 -0.508
S 4.17844 -2.03388 -0.89016 0.13 0.03 0.18 0.200
C 5.01243 -0.57432 -0.27543 -0.28 -0.53 -0.26 -0.197
C 6.10905 -0.72444 0.55819 0.08 0.08 0.08 -0.166
C 6.74611 0.39796 1.05632 0.09 -0.02 0.09 -0.231
C 6.29062 1.66150 0.71624 0.03 0.08 0.03 -0.211
C 5.19835 1.80272 -0.12304 0.01 0.11 -0.01 -0.197
C 4.55325 0.68514 -0.62591 0.05 0.07 -0.02 -0.229
H 0.00849 3.26886 -0.33116 0.04 -0.07 0.06 0.241
H -0.72984 2.18560 0.87581 0.06 0.08 0.03 0.223
H -2.42746 3.01010 -0.70626 0.17 0.09 -0.18 0.227
H -1.50151 2.35427 -2.08176 -0.09 -0.02 0.09 0.219
H -1.91627 0.18179 -1.17686 0.02 -0.26 0.01 0.402
H -5.68217 1.49575 -0.10671 -0.10 0.15 -0.04 0.240
H -7.71488 0.21012 -0.78147 -0.06 0.06 -0.01 0.223
H -7.64495 -2.25305 -0.78428 -0.07 -0.04 -0.02 0.220
H -5.58783 -3.43940 -0.12742 0.02 -0.08 0.01 0.222
H -3.57476 -2.12797 0.54487 0.07 -0.13 0.03 0.239
H -0.40732 -0.07901 0.69290 0.12 0.18 -0.11 0.429
H 1.72228 -0.92250 -1.17749 -0.15 -0.12 0.12 0.243
H 0.55954 -2.01612 -0.38519 0.04 0.01 -0.05 0.188
H 1.61216 -1.57934 1.80832 0.00 0.06 0.06 0.207
H 2.68074 -0.37340 1.07662 -0.06 -0.03 0.06 0.220
H 3.85106 -2.55318 1.42917 -0.08 -0.11 0.00 0.220
H 2.67543 -3.35071 0.35919 0.00 -0.10 0.06 0.218
H 6.45858 -1.71488 0.81051 0.03 -0.08 0.00 0.211
H 7.60030 0.28532 1.70799 0.07 0.00 0.05 0.212
H 6.79006 2.53647 1.10609 0.04 0.07 0.03 0.212
H 4.83924 2.78556 -0.38899 -0.02 0.10 -0.02 0.216
H 3.69493 0.79604 -1.27106 -0.10 -0.02 -0.04 0.255

47
Properties=species:S:1:pos:R:3:forces:R:3:nbo_charge:R:1 method="wB97M-V/def2-TZVPD" homo_energy_ev=-8.66 smiles="CC[C@H](C)NC(=O)/C=C/c1ccc(S(=O)(=O)NCc2ccco2)cc1" orbital_gap_ev=8.301
C 7.30716 1.22668 0.19510 -0.17 0.06 -0.16 -0.607
C 5.87662 1.30565 -0.32256 0.03 -0.20 0.28 -0.396
C 5.11588 -0.02001 -0.18234 0.16 0.08 -0.02 -0.060
C 5.65249 -1.10546 -1.11092 -0.08 0.09 0.29 -0.613
N 3.70712 0.19171 -0.45172 0.10 0.00 -0.25 -0.599
C 2.75372 0.14788 0.50953 0.02 -0.02 -0.08 0.636
O 3.00007 -0.10835 1.67367 0.02 -0.03 0.28 -0.635
C 1.38448 0.42743 0.01549 -0.47 0.02 0.31 -0.281
C 0.36503 0.47991 0.87767 0.71 -0.06 -0.14 -0.123
C -1.03112 0.74230 0.58064 -0.57 0.19 -0.19 -0.084
C -1.90810 0.98986 1.64230 0.12 0.00 -0.19 -0.177
C -3.24848 1.23043 1.41089 -0.05 0.06 0.07 -0.185
C -3.72295 1.21352 0.11344 -0.51 0.21 -0.15 -0.336
S -5.47573 1.44760 -0.17688 -0.25 -0.07 0.38 2.315
O -5.95325 2.47817 0.69340 0.20 -0.18 0.23 -0.928
O -5.70175 1.54641 -1.58715 0.25 -0.28 -0.07 -0.941
N -6.20625 0.03618 0.33404 0.11 0.93 -0.22 -0.839
C -5.91077 -1.15563 -0.42758 0.17 -0.43 -0.02 -0.283
C -4.55090 -1.71475 -0.14525 0.24 -0.34 -0.95 0.255
C -3.56379 -2.17575 -0.96411 -0.70 0.13 0.34 -0.300
C -2.48808 -2.54958 -0.12028 -0.05 -0.01 0.58 -0.312
C -2.89924 -2.28475 1.14618 0.70 -0.34 -0.41 0.092
O -4.14714 -1.78272 1.14449 -0.56 0.11 0.17 -0.421
C -2.87841 0.98078 -0.95427 0.05 0.10 -0.13 -0.185
C -1.53671 0.74921 -0.72281 0.00 0.08 0.23 -0.139
H 7.31711 0.88409 1.22692 0.06 -0.04 0.13 0.208
H 7.90517 0.54426 -0.40294 0.13 -0.06 -0.02 0.201
H 7.77305 2.20838 0.15513 0.11 0.04 0.03 0.214
H 5.88122 1.61014 -1.37268 -0.09 0.05 -0.05 0.189
H 5.33495 2.06557 0.24528 -0.04 0.00 -0.07 0.211
H 5.16737 -0.35797 0.85798 0.01 0.06 -0.15 0.233
H 5.04432 -2.00281 -1.02529 -0.02 -0.08 -0.01 0.219
H 5.63255 -0.76644 -2.14548 0.02 0.02 -0.15 0.197
H 6.67453 -1.35909 -0.84812 0.15 -0.05 -0.05 0.216
H 3.45680 0.44433 -1.39456 -0.13 -0.01 0.09 0.388
H 1.26293 0.59302 -1.04483 -0.11 0.05 -0.14 0.193
H 0.60950 0.32274 1.92168 0.09 -0.03 0.07 0.232
H -1.52554 0.99444 2.65214 0.04 0.00 0.11 0.220
H -3.93324 1.43716 2.21870 -0.01 0.02 0.17 0.235
H -6.13838 -0.08220 1.33307 -0.01 0.11 0.22 0.402
H -5.97883 -0.87223 -1.47931 -0.01 -0.29 0.03 0.248
H -6.68520 -1.90045 -0.20939 0.05 0.16 -0.07 0.223
H -3.60012 -2.24300 -2.03148 -0.07 0.05 -0.27 0.229
H -1.54358 -2.95414 -0.41935 0.25 -0.08 0.01 0.232
H -2.42055 -2.40233 2.09733 0.00 0.03 0.19 0.208
H -3.29343 0.98521 -1.94968 0.03 -0.03 -0.15 0.243
H -0.88051 0.55461 -1.55608 0.06 -0.04 -0.11 0.206

47
Properties=species:S:1:pos:R:3:forces:R:3:nbo_charge:R:1 method="wB97M-V/def2-TZVPD" homo_energy_ev=-8.31 smiles="COc1ccc(CNC(=O)[C@H](CCSC)NC(=O)c2ccco2)cc1" orbital_gap_ev=8.883
C -7.29892 -1.29234 -1.19984 -0.07 -0.19 -0.02 -0.252
O -6.78099 0.00598 -1.04137 0.13 0.26 0.05 -0.493
C -5.59488 0.15908 -0.38971 0.13 0.19 0.06 0.301
C -4.83464 -0.87834 0.14012 -0.26 -0.13 -0.15 -0.322
C -3.64495 -0.59808 0.78877 0.04 0.21 0.03 -0.123
C -3.18918 0.70484 0.92422 0.04 0.02 0.12 -0.083
C -1.87297 0.97114 1.60606 -0.02 -0.12 0.06 -0.247
N -0.76593 0.55319 0.76646 -0.30 0.44 -0.04 -0.618
C -0.01116 -0.51827 1.04178 0.39 0.08 -0.56 0.677
O -0.13152 -1.22083 2.02407 -0.04 -0.33 0.33 -0.638
C 1.08354 -0.75628 -0.02678 -0.26 -0.26 0.19 -0.140
C 1.73358 -2.12243 0.16399 -0.07 0.27 -0.20 -0.419
C 2.74032 -2.42964 -0.93313 0.15 -0.49 0.23 -0.521
S 3.42144 -4.11593 -0.81184 0.07 0.15 -0.01 0.185
C 4.45073 -3.94144 0.67361 -0.42 0.05 -0.37 -0.742
N 2.07747 0.29590 0.04961 0.12 -0.09 0.10 -0.596
C 1.92045 1.49061 -0.55944 0.16 -0.36 0.23 0.644
O 0.92401 1.78408 -1.20522 0.04 0.21 -0.18 -0.645
C 3.05105 2.41028 -0.39475 -0.14 1.17 -0.58 0.148
C 3.22689 3.67994 -0.88219 -0.31 -0.87 0.24 -0.232
C 4.49146 4.10582 -0.42375 0.32 -0.36 0.32 -0.315
C 4.99294 3.07090 0.30701 0.22 0.76 -0.23 0.117
O 4.13560 2.04175 0.33292 -0.18 -0.46 0.10 -0.401
C -3.94792 1.73618 0.38426 -0.01 -0.16 0.06 -0.183
C -5.13710 1.47104 -0.26071 -0.22 -0.16 -0.13 -0.255
H -8.23902 -1.17095 -1.73567 0.06 -0.06 0.04 0.200
H -6.62682 -1.92490 -1.78876 -0.02 0.02 0.04 0.176
H -7.49312 -1.76885 -0.23340 0.02 0.01 -0.04 0.176
H -5.15729 -1.90415 0.05711 -0.07 -0.08 -0.02 0.218
H -3.05912 -1.40738 1.19953 0.07 -0.11 0.06 0.212
H -1.79755 0.39198 2.53064 0.00 0.19 -0.08 0.239
H -1.76688 2.03601 1.83234 -0.04 -0.10 0.06 0.200
H -0.58628 1.07902 -0.08237 0.11 -0.16 0.05 0.432
H 0.61668 -0.68259 -1.01686 0.07 -0.03 0.12 0.227
H 2.20916 -2.14608 1.14663 -0.06 -0.08 0.04 0.214
H 0.94898 -2.88045 0.16391 0.06 0.03 0.09 0.238
H 3.57888 -1.73185 -0.92522 -0.05 0.07 -0.10 0.208
H 2.26288 -2.39396 -1.91222 0.03 0.08 -0.06 0.226
H 5.12232 -3.09619 0.55060 0.12 0.04 0.08 0.210
H 3.82373 -3.81644 1.55127 0.09 0.01 0.14 0.214
H 5.02327 -4.85865 0.76052 0.08 -0.05 0.06 0.233
H 2.86460 0.15607 0.66406 0.02 0.07 -0.06 0.412
H 2.53098 4.22026 -1.48934 -0.20 0.05 -0.12 0.246
H 4.96218 5.04862 -0.61083 0.16 0.17 0.00 0.235
H 5.91652 2.95172 0.83891 0.08 -0.11 0.10 0.208
H -3.60656 2.75729 0.47333 0.04 0.12 0.02 0.209
H -5.73522 2.26522 -0.67863 -0.08 0.10 -0.06 0.223

48
Properties=species:S:1:pos:R:3:forces:R:3:nbo_charge:R:1 method="wB97M-V/def2-TZVPD" homo_energy_ev=-8.16 orbital_gap_ev=7.098
C -0.12839 -5.60942 -2.13449 -1.36 1.94 -8.00 -0.243
H -0.89876 -5.00698 -2.85919 1.10 -1.99 1.76 0.190
O 0.84669 -4.65365 -2.07099 4.02 -0.75 0.92 -0.524
C 2.06545 -5.32186 -1.53545 1.13 1.49 -6.06 -0.135
C 1.93358 -5.53848 -0.19744 2.15 -2.58 9.94 -0.273
N 1.61162 -4.35809 0.63255 1.96 -1.00 -1.03 -0.540
C 0.45217 -4.14815 1.04152 -12.77 -0.23 0.37 0.648
O -0.73817 -4.95508 0.92547 6.41 2.68 0.47 -0.715
C -0.10523 -2.74462 1.40170 5.89 -0.31 -1.80 0.279
C -1.11615 -2.02029 1.91570 -3.09 -4.82 2.38 -0.255
C -0.82595 -0.75299 2.29832 6.76 0.47 -4.13 0.194
N 0.41429 -0.69523 1.77942 2.87 4.94 0.18 -0.108
O 1.03128 -1.78606 1.14063 -6.64 -0.52 3.51 -0.303
C -1.53168 0.47793 2.68870 -1.33 -3.25 -4.48 -0.516
H -0.94337 1.21624 2.91125 3.65 3.78 2.13 0.235
H -2.13868 0.06359 3.38691 -2.92 0.29 2.19 0.271
S -2.30238 1.18245 1.12051 -2.91 -3.55 1.77 0.303
C -1.29300 2.37671 0.56491 -16.30 1.97 -2.28 -0.227
C -0.13485 2.50536 0.69647 18.29 -2.11 3.00 -0.277
C 0.78034 3.41357 0.23894 -11.73 3.49 -5.13 -0.108
C 0.07186 4.41174 -0.64700 8.81 0.25 2.89 -0.054
C -1.21005 4.34578 -0.53335 -8.44 4.93 -5.20 -0.140
C -2.05098 3.43783 -0.04471 7.67 -2.41 1.77 -0.186
H -2.99544 3.38129 -0.10557 -6.85 0.14 -0.52 0.205
H -2.04654 5.21836 -1.31547 2.93 -2.01 2.30 0.138
C 0.93611 5.65793 -1.17739 1.40 -3.81 -1.81 -0.167
C 0.92255 5.63271 -2.82980 -6.96 2.63 7.09 -0.577
H 0.89879 4.70683 -3.05479 1.11 -6.33 -2.25 0.203
H 1.55535 6.31382 -3.06281 4.18 3.94 -2.54 0.199
H -0.15572 5.91580 -2.94437 0.86 0.44 -0.79 0.189
C 0.48935 6.93133 -0.50381 2.60 1.14 -5.54 -0.621
H -0.49833 7.14108 -0.86024 -0.69 0.41 0.78 0.226
H 1.23074 7.73933 -0.89862 -1.49 -0.88 0.32 0.197
H 0.80949 6.84784 0.43212 -0.10 -0.09 4.51 0.218
H 2.06650 5.32964 -1.00185 -2.25 0.98 0.38 0.189
H 1.68572 3.47029 0.39916 8.92 0.11 1.58 0.180
H 0.36922 1.61602 1.07553 0.22 0.08 0.71 0.226
C -2.32121 -2.54698 2.54660 -8.36 -3.61 -1.80 0.747
O -3.27629 -1.88638 3.00372 3.90 -0.28 -0.08 -0.558
O -2.81806 -3.90591 2.16612 5.90 2.92 -0.45 -0.707
H -1.89553 -4.22208 1.61631 -2.81 -0.53 1.22 0.492
H 2.26739 -3.63785 0.82894 0.82 0.56 -0.20 0.431
H 2.92167 -5.96750 0.45805 -1.91 1.04 -2.58 0.230
H 1.26420 -6.33440 0.19090 -0.30 0.64 -0.95 0.263
H 2.21624 -6.46096 -1.92681 -0.03 2.92 -0.13 0.214
H 2.91069 -4.52363 -1.76737 -1.42 -2.11 0.15 0.217
H -0.54372 -5.75646 -1.26660 -2.43 -1.43 4.70 0.185
H 0.21717 -6.50042 -2.72233 -0.44 0.41 0.73 0.161

no.,LUMO energy (eV)
1,0.7418
2,0.4246
3,-0.3617
4,0.5724
5,-1.0610